No. 1
Formula: C21H32FeOP3S2
Source: OMol25
Level of theory: ωB97M-V with the def2-TZVPD basis set

For the LUMO energy (alpha / beta), the calculation gives 2.86 / 2.84 eV. As for the total charge: -1. The spin multiplicity is 5. As for the expectation value of S²: 6.078. Its gap between HOMO and LUMO (alpha / beta) is 5.277 / 6.015 eV.

Structure (XYZ):
```
60
Properties=species:S:1:pos:R:3:forces:R:3:lowdin_charge:R:1
Fe 1.653924 -0.565338 0.088211 -0.2 -0.4 0.3 -0.17
C 2.391619 -1.209638 3.570727 0.0 -0.1 0.0 -0.27
P 1.347876 -0.319240 2.357883 -0.1 0.4 0.4 0.78
C -0.282369 -0.427633 3.197353 0.0 -0.1 0.0 -0.27
C 1.818207 1.427268 2.773900 -0.1 0.0 0.0 -0.41
C 1.313413 2.343372 1.659209 0.0 0.0 0.0 -0.42
P 1.878814 1.687182 0.015860 -0.2 0.5 0.3 0.79
C 1.024313 2.915890 -1.079261 0.0 0.0 -0.1 -0.27
C 3.573786 2.388739 -0.018772 0.0 0.1 -0.1 -0.27
H 2.299054 -0.782622 4.573615 0.0 0.0 0.0 0.03
H 3.432060 -1.174966 3.245487 0.0 0.0 0.0 0.02
H 2.083342 -2.256768 3.599769 0.0 0.0 0.0 0.04
H -0.200362 -0.237655 4.271226 0.0 0.0 0.0 0.03
H -0.721630 -1.413344 3.023894 0.0 0.1 0.0 0.00
H -0.965973 0.299784 2.753469 0.0 0.0 0.0 0.03
H 2.910618 1.457863 2.828792 0.0 0.0 0.0 0.07
H 1.427677 1.724242 3.753407 0.0 0.0 0.0 0.07
H 1.618438 3.387275 1.801975 0.0 0.0 0.0 0.08
H 0.218219 2.321417 1.641580 0.0 0.0 0.0 0.06
H 0.799415 3.848810 -0.552090 0.1 0.0 0.0 0.03
H 0.095299 2.490320 -1.466162 0.1 0.1 0.0 0.02
H 1.668748 3.142789 -1.931043 0.0 0.0 0.0 0.03
H 3.557834 3.481682 0.035468 0.0 0.0 0.0 0.04
H 4.068824 2.066404 -0.935939 0.0 0.0 0.0 0.03
H 4.144688 1.984851 0.818022 0.0 0.0 0.0 0.03
C 4.135731 -1.717504 -2.232395 -0.1 0.1 0.1 -0.16
O 3.737487 -0.657706 -1.389799 0.2 -0.1 -0.1 -0.34
C 3.617267 -1.044598 0.014797 0.3 0.4 -0.6 -0.34
C 4.990345 -1.168666 0.608449 0.0 -0.3 0.2 -0.18
H 4.055265 -1.378608 -3.268291 0.0 0.0 0.0 0.07
H 3.483154 -2.585532 -2.083661 0.0 0.0 0.0 0.08
H 5.170840 -2.030365 -2.045724 0.0 0.0 0.0 0.07
H 5.746945 -0.756723 -0.072732 0.0 0.0 0.0 0.06
H 5.295751 -2.203240 0.846518 0.0 0.1 0.0 0.05
H 5.070392 -0.611347 1.554394 0.0 0.0 0.0 0.04
S -2.740421 -2.728839 1.231121 -0.1 0.0 0.1 0.15
P -2.228758 -1.553024 -0.260028 -0.1 0.0 0.2 0.03
S -0.314599 -1.387934 -0.803746 0.0 -0.5 -0.8 0.31
C -3.117449 -2.032180 -1.796966 0.1 0.1 0.3 -0.39
C -3.936160 -3.143883 -1.823916 -0.3 -0.3 -0.2 -0.11
C -4.619857 -3.487329 -2.994823 0.1 0.0 0.4 -0.09
C -4.479580 -2.710024 -4.129344 0.0 0.0 -0.1 -0.11
C -3.654578 -1.592316 -4.104609 0.2 0.1 0.2 -0.09
C -2.974603 -1.259035 -2.939016 0.0 0.2 -0.4 -0.10
C -2.882269 0.139995 0.009500 -0.2 -0.1 -0.1 -0.38
C -4.243589 0.329370 0.242494 -0.1 0.1 0.1 -0.09
C -4.750830 1.609453 0.431283 0.0 -0.2 0.0 -0.09
C -3.899252 2.708183 0.394333 0.0 0.0 0.0 -0.10
C -2.546703 2.523639 0.161524 0.1 -0.2 0.0 -0.09
C -2.042173 1.237867 -0.038085 0.0 0.3 0.0 -0.13
H -4.032790 -3.733850 -0.920403 0.0 0.0 0.0 0.05
H -5.260688 -4.361303 -3.010963 0.0 0.0 0.0 0.09
H -5.010136 -2.972210 -5.037689 0.0 0.0 0.0 0.09
H -3.536315 -0.983805 -4.993180 0.0 0.0 0.0 0.10
H -2.316559 -0.397900 -2.914658 0.0 0.0 0.0 0.10
H -4.900666 -0.532679 0.288583 0.0 0.0 0.0 0.10
H -5.810452 1.750946 0.610476 0.0 0.0 0.0 0.09
H -4.294472 3.706693 0.543877 0.0 0.0 0.0 0.09
H -1.877256 3.375449 0.130535 0.0 0.0 0.0 0.09
H -0.988856 1.068326 -0.234457 -0.1 0.0 0.1 0.02
```
Forces are in eV/Å.


No. 2
Formula: C21H32N2O3
Source: OMol25
Level of theory: ωB97M-V with the def2-TZVPD basis set

For the LUMO energy, the calculation gives -3.95 eV. Its gap between HOMO and LUMO is 1.732 eV. For the relative energy (zero: lowest compared OMol25 entry of this formula, charge and spin), the calculation gives 349.1 kcal per mole.

Structure (XYZ):
```
58
Properties=species:S:1:pos:R:3:forces:R:3:lowdin_charge:R:1
N 6.700377 2.755885 -0.989235 -1.6 0.3 0.5 0.07
C 5.856195 3.427377 0.032418 1.2 -1.5 3.4 -0.41
O 6.013006 3.042431 1.231503 -0.7 1.9 -4.0 0.00
C 4.842186 4.605959 -0.341753 0.9 -0.5 -1.1 -0.12
C 3.531399 3.944562 -1.005594 -0.8 -0.1 0.7 -0.22
C 2.192139 4.672260 -0.521417 2.3 2.7 -2.1 -0.05
C 1.428930 5.436109 -1.713406 -0.3 -2.1 1.1 -0.13
C -0.181528 5.418399 -1.545529 -1.0 2.7 -1.2 -0.30
O -0.796018 6.389162 -2.076775 1.7 -3.7 1.9 0.01
C -0.975372 4.249769 -0.812554 -2.0 -2.8 0.7 -0.11
C -0.696918 3.759703 0.626256 -1.1 -1.1 -1.3 -0.04
C -1.438428 2.596571 1.319208 -1.0 1.2 -4.2 -0.05
C -2.566118 1.871400 0.500992 2.1 3.1 -1.5 -0.05
C -2.874193 2.375256 -0.929040 2.3 1.5 1.2 -0.07
C -2.103462 3.544853 -1.615718 1.1 -0.8 3.7 -0.01
H 6.130794 2.073745 -1.524235 0.4 0.9 0.1 0.09
H 7.435048 2.196734 -0.531660 -0.7 0.5 0.2 0.08
H 4.619019 5.274364 0.568976 0.4 -1.5 -1.3 0.12
H 5.353524 5.244343 -1.157583 -0.8 -0.9 1.4 0.12
H 3.612511 4.011124 -2.142215 -0.2 -0.2 1.5 0.11
H 3.514229 2.830943 -0.712547 -0.1 1.5 -0.5 0.12
H 2.490911 5.499070 0.232175 -0.9 -1.7 -0.5 0.09
H 1.827006 6.509693 -1.755383 -0.9 -1.4 -0.2 0.13
H 1.646511 4.847760 -2.683732 -0.4 1.1 1.3 0.12
H 0.156748 4.289023 1.188186 -1.5 -0.9 -0.9 0.09
H -1.122877 2.321200 2.373903 -0.7 0.3 -1.6 0.09
H -3.150802 0.990026 0.915918 0.9 1.3 -0.6 0.08
H -3.691359 1.884655 -1.554221 1.3 0.6 1.1 0.09
H -2.325117 3.897507 -2.684644 0.3 -0.7 1.9 0.11
C 0.476202 -3.169581 0.922943 0.2 -0.4 -0.2 -0.04
C -0.970630 -2.967861 1.432590 2.2 0.5 0.5 -0.48
C -1.380490 -4.139678 2.351389 -0.5 -0.3 -0.1 -0.13
C -1.695760 -5.423763 1.596917 0.0 0.0 -0.1 -0.18
C -2.730593 -5.167492 0.506264 0.0 0.1 0.6 -0.13
C -2.326019 -4.027364 -0.453384 0.3 -1.0 -2.1 -0.48
N -1.894562 -2.788969 0.269076 -4.1 0.3 2.8 -0.02
O -3.025447 -2.171147 0.729941 2.6 -0.6 -1.4 -0.06
C -1.198367 -4.528704 -1.390626 0.4 -0.1 0.1 -0.04
C -3.504543 -3.758184 -1.426402 -0.3 0.5 0.5 -0.05
C -0.854947 -1.699459 2.309375 -0.8 0.3 -0.2 -0.05
H 0.639294 -4.115355 0.411010 -0.1 0.1 -0.1 0.06
H 0.770410 -2.361138 0.247087 -0.1 -0.1 0.0 0.09
H 1.184774 -3.171252 1.757628 -0.3 0.1 0.0 0.09
H -2.265806 -3.859209 2.935157 0.0 0.2 -0.2 0.13
H -0.588582 -4.339300 3.081478 0.1 0.3 -0.2 0.13
H -0.781178 -5.849897 1.173029 0.0 0.0 0.0 0.10
H -2.082712 -6.171315 2.296576 0.0 0.0 -0.1 0.12
H -2.891907 -6.093469 -0.056481 0.0 0.3 -0.2 0.13
H -3.689222 -4.932013 0.984121 0.1 0.2 -0.1 0.13
H -0.719775 -3.696928 -1.915700 0.0 0.0 0.1 0.09
H -1.593750 -5.203984 -2.155256 -0.2 0.2 0.2 0.08
H -0.429945 -5.107475 -0.879897 0.0 0.1 0.0 0.06
H -4.430651 -3.499708 -0.906467 0.2 0.1 0.1 0.08
H -3.728757 -4.648681 -2.021191 0.3 0.0 0.2 0.08
H -3.263486 -2.948759 -2.121376 0.0 0.0 0.1 0.09
H -0.587855 -0.823663 1.709115 -0.1 -0.1 0.0 0.08
H -0.083678 -1.821844 3.075121 0.0 -0.3 -0.3 0.09
H -1.780359 -1.473692 2.845664 0.0 -0.1 -0.2 0.08
```
Forces are in eV/Å.


No. 3
Formula: C21H32N2O6S
Source: OMol25
Level of theory: ωB97M-V with the def2-TZVPD basis set

For the LUMO energy, the calculation gives 0.63 eV. Its SMILES is CCOC(=O)C1CCN(C(=O)C[C@H](NS(=O)(=O)c2ccc(OC)cc2)C(C)C)CC1. Its gap between HOMO and LUMO is 9.645 eV. For the relative energy (zero: lowest compared OMol25 entry of this formula, charge and spin), the calculation gives 4.7 kcal per mole.

Structure (XYZ):
```
62
Properties=species:S:1:pos:R:3:forces:R:3:lowdin_charge:R:1
C 1.707756 -2.344772 -2.946821 0.2 0.2 0.4 -0.05
C 1.914724 -2.387719 -1.439813 0.0 -0.5 -0.3 -0.19
O 2.199490 -1.088244 -0.921909 -0.3 0.2 0.1 -0.02
C 3.452374 -0.645228 -0.994405 0.6 0.4 0.0 -0.46
O 4.360930 -1.274078 -1.475268 0.0 -0.2 -0.1 0.12
C 3.633566 0.740279 -0.391733 0.1 0.1 0.0 -0.21
C 3.306507 0.774836 1.104742 -0.2 -0.1 -0.1 -0.10
C 1.807366 0.673627 1.391379 0.2 -0.3 0.4 -0.14
N 1.066724 1.678897 0.659275 0.2 -0.1 -0.2 -0.01
C -0.011930 2.352453 1.110115 0.0 0.3 0.4 -0.47
O -0.655428 3.091721 0.380346 -0.3 0.2 -0.1 0.03
C -0.427451 2.174153 2.562487 -0.1 -0.2 -0.2 -0.05
C -1.107958 0.805125 2.762850 0.4 0.2 0.4 -0.34
N -1.900169 0.497237 1.584163 -0.1 -0.8 -0.6 -0.07
S -1.824054 -1.014176 0.900962 -0.4 0.2 -0.3 0.66
O -0.564369 -1.602146 1.269639 0.1 0.1 0.0 -0.29
O -3.018144 -1.765138 1.187278 0.0 0.2 -0.2 -0.29
C -1.810167 -0.707419 -0.857309 0.0 0.0 0.6 -0.27
C -1.784342 0.557705 -1.415885 0.0 0.1 -0.1 -0.05
C -1.766835 0.686869 -2.790165 0.0 -0.2 -0.2 0.02
C -1.780593 -0.442316 -3.615373 0.0 0.1 0.2 -0.27
O -1.751888 -0.200779 -4.948136 0.0 0.2 0.2 -0.07
C -1.771646 -1.292886 -5.838988 0.0 -0.2 -0.2 -0.08
C -1.816967 -1.710965 -3.037632 0.0 0.0 -0.1 -0.02
C -1.831832 -1.831593 -1.658830 0.0 -0.1 0.0 -0.06
C -1.950409 0.747172 4.050476 0.2 -0.3 0.0 -0.38
C -1.135819 1.168218 5.273016 -0.2 0.1 -0.3 -0.07
C -2.493635 -0.665649 4.258290 -0.1 0.3 -0.1 -0.06
C 1.313354 1.679574 -0.773057 -0.1 0.3 -0.5 -0.13
C 2.796141 1.815588 -1.093170 -0.1 -0.3 0.1 -0.10
H 2.631302 -2.048424 -3.438969 0.0 0.0 -0.1 0.08
H 0.925273 -1.631159 -3.195939 -0.1 0.0 0.0 0.06
H 1.420194 -3.329973 -3.302604 -0.1 -0.1 -0.1 0.08
H 1.006878 -2.696559 -0.917039 0.1 0.0 0.0 0.11
H 2.743949 -3.057738 -1.190670 -0.2 0.1 0.0 0.13
H 4.696097 0.970693 -0.526586 -0.2 -0.1 0.0 0.15
H 3.819647 -0.037370 1.622024 0.0 0.0 0.1 0.13
H 3.680857 1.721028 1.503516 0.0 0.0 0.0 0.12
H 1.664621 0.815515 2.461407 -0.1 0.0 0.0 0.12
H 1.433991 -0.319994 1.119563 0.1 0.2 0.2 0.11
H -1.150005 2.966413 2.767951 0.1 0.0 0.0 0.13
H 0.418933 2.287013 3.237727 0.0 0.0 0.1 0.12
H -0.355659 0.013470 2.799639 0.0 0.1 0.2 0.12
H -2.837508 0.866170 1.599832 -0.3 0.0 -0.1 0.14
H -1.767134 1.433279 -0.787865 0.1 0.2 0.1 0.09
H -1.742503 1.659604 -3.254092 0.0 0.1 0.0 0.13
H -0.895163 -1.934830 -5.706600 0.0 0.0 0.0 0.09
H -2.682377 -1.888096 -5.723844 0.0 0.0 0.0 0.10
H -1.750561 -0.856844 -6.836201 0.0 -0.1 0.1 0.10
H -1.835088 -2.601330 -3.645140 0.0 -0.1 -0.1 0.11
H -1.867024 -2.801893 -1.189004 0.0 -0.2 -0.1 0.12
H -2.792398 1.441120 3.934390 0.0 0.0 0.0 0.14
H -1.725351 1.019770 6.174699 0.0 0.0 0.1 0.08
H -0.234761 0.564077 5.353287 0.1 -0.1 0.0 0.09
H -0.853435 2.216168 5.225286 0.1 0.1 0.1 0.07
H -3.027647 -1.022183 3.381486 -0.1 -0.1 0.1 0.05
H -3.172037 -0.687456 5.108347 0.0 0.0 0.1 0.08
H -1.674383 -1.354948 4.452125 0.1 -0.1 0.0 0.09
H 0.759283 2.520644 -1.194402 0.1 -0.2 0.0 0.13
H 0.922010 0.750827 -1.199975 0.0 0.2 0.0 0.11
H 2.934483 1.760795 -2.173974 0.0 0.1 0.0 0.13
H 3.150219 2.791862 -0.754899 0.0 0.0 0.0 0.13
```
Forces are in eV/Å.


No. 4
Formula: C21H32N4O
Source: OMol25
Level of theory: ωB97M-V with the def2-TZVPD basis set

For the LUMO energy, the calculation gives 0.68 eV. Its SMILES is CC(C)CCN1CCN(Cc2cccc(-n3cccn3)c2)C[C@@H]1CCO. Its gap between HOMO and LUMO is 8.577 eV. For the relative energy (zero: lowest compared OMol25 entry of this formula, charge and spin), the calculation gives 12.7 kcal per mole.

Structure (XYZ):
```
58
Properties=species:S:1:pos:R:3:forces:R:3:lowdin_charge:R:1
C 3.150049 2.098076 -0.575667 -0.2 0.2 -0.1 -0.08
C 1.781987 2.752607 -0.765622 0.1 -0.2 0.2 -0.43
C 1.603377 3.894223 0.232217 0.0 -0.1 -0.3 -0.08
C 0.687416 1.694105 -0.607673 -0.2 0.2 -0.4 -0.16
C -0.700241 2.161840 -1.075851 0.1 0.0 0.2 -0.18
N -1.720743 1.123753 -1.186863 -0.3 -0.1 0.0 -0.11
C -1.490154 0.311197 -2.376470 0.0 -0.1 -0.2 -0.17
C -2.583856 -0.742583 -2.566339 0.1 0.2 -0.1 -0.16
N -2.769635 -1.599974 -1.419177 0.0 -0.1 0.0 -0.16
C -1.936623 -2.785595 -1.309841 -0.1 0.0 0.0 -0.13
C -0.454975 -2.564357 -1.099975 0.2 -0.1 -0.1 -0.20
C 0.417677 -2.523927 -2.180693 -0.1 -0.1 0.1 -0.06
C 1.753055 -2.205462 -1.993612 -0.1 0.0 0.0 -0.07
C 2.230216 -1.906790 -0.732691 0.0 0.0 0.1 -0.02
C 1.369542 -1.966095 0.360769 -0.2 -0.2 -0.9 -0.18
N 1.863042 -1.621387 1.622372 0.0 0.1 0.8 -0.09
C 1.254071 -1.725944 2.830492 0.1 0.1 0.3 -0.07
C 2.127630 -1.224821 3.762363 -0.2 -0.1 -0.1 -0.06
C 3.253272 -0.833954 3.018831 -0.3 -0.1 0.0 -0.15
N 3.079616 -1.078227 1.739439 0.6 0.2 -0.4 0.08
C 0.037392 -2.321118 0.176592 0.3 -0.1 0.0 0.01
C -2.938421 -0.786186 -0.240651 0.1 0.0 0.1 -0.13
C -1.845349 0.274598 0.001374 -0.2 0.0 0.2 -0.30
C -2.202460 1.062748 1.272000 0.3 -0.4 0.0 -0.11
C -1.618039 0.422175 2.534006 0.0 0.7 -0.1 -0.25
O -2.077096 -0.887886 2.784510 -0.2 -0.5 0.1 -0.08
H 3.210966 1.616961 0.398253 0.0 -0.1 0.1 0.07
H 3.320023 1.340140 -1.336924 0.1 -0.1 -0.1 0.07
H 3.943534 2.838659 -0.645846 0.1 0.1 0.0 0.07
H 1.730000 3.164191 -1.780511 0.0 0.0 0.0 0.13
H 0.655002 4.403177 0.079875 -0.1 0.1 0.1 0.07
H 2.401641 4.624400 0.118756 0.1 0.1 0.0 0.07
H 1.632767 3.511716 1.250638 0.0 0.0 0.2 0.08
H 0.644315 1.398414 0.442516 0.1 -0.1 0.1 0.11
H 0.976556 0.814308 -1.187445 0.0 -0.1 0.1 0.10
H -0.607361 2.614576 -2.067027 0.0 0.1 0.0 0.12
H -1.077092 2.939333 -0.407751 0.1 0.1 -0.1 0.10
H -1.498345 0.982034 -3.240332 0.0 0.0 0.0 0.12
H -0.510970 -0.191372 -2.344031 -0.1 0.1 -0.1 0.10
H -2.357862 -1.350418 -3.444530 0.0 0.0 0.0 0.12
H -3.537049 -0.228223 -2.735063 0.1 0.0 -0.1 0.12
H -2.089460 -3.359171 -2.229492 0.0 -0.1 0.1 0.12
H -2.336910 -3.369155 -0.474670 0.0 -0.1 -0.1 0.13
H 0.047349 -2.731433 -3.174504 -0.1 0.0 -0.1 0.11
H 2.422831 -2.174349 -2.840326 0.1 0.0 -0.1 0.11
H 3.256956 -1.623638 -0.567929 0.1 0.0 0.0 0.10
H 0.271215 -2.130271 2.955083 -0.2 -0.1 0.0 0.11
H 1.982330 -1.149116 4.820260 -0.1 0.0 0.2 0.09
H 4.165045 -0.389089 3.365602 0.2 0.1 0.0 0.10
H -0.635046 -2.380384 1.018760 -0.1 0.1 0.1 0.11
H -2.998183 -1.439988 0.629882 0.0 0.1 0.0 0.11
H -3.895588 -0.262109 -0.356878 0.0 0.1 0.1 0.13
H -0.895372 -0.247814 0.182315 -0.1 0.1 0.0 0.11
H -3.289131 1.136802 1.364428 -0.1 0.1 0.0 0.12
H -1.810939 2.075661 1.219867 0.0 0.1 0.0 0.10
H -1.832311 1.065882 3.399278 0.1 0.0 -0.1 0.12
H -0.532532 0.331667 2.440999 0.0 0.1 0.0 0.10
H -3.027132 -0.852407 2.942909 0.1 0.0 0.0 0.09
```
Forces are in eV/Å.


Number 1: calculated total energy -3978.79892 hartree. Number 2: calculated total energy -1154.14722 hartree. Number 3: calculated total energy -1778.57719 hartree. Number 4: calculated total energy -1113.64200 hartree.